[1]
9
Properties=species:S:1:pos:R:3 method="wB97M-V/def2-TZVPD" de_lowest_ev=4.645 molar_mass_da=149.02 total_charge=0 e_homo_ev="-10.229 / -10.631" spin_multiplicity=1
C -1.99 -0.16 -0.10
C 0.49 0.47 0.13
N 1.40 -0.54 0.47
O -2.39 -1.25 0.12
F -2.41 1.04 -0.34
F 0.72 1.01 -1.14
F 0.59 1.48 1.07
F 2.56 -0.29 -0.16
F 1.02 -1.75 -0.05

***

[2]
19
Properties=species:S:1:pos:R:3 method="wB97M-V/def2-TZVPD" de_lowest_ev=2.126 molar_mass_da=100.16 total_charge=0 smiles="C=CCCO.C=C" e_homo_ev=-9.967 spin_multiplicity=1
C 1.20 1.17 -1.07
C 0.49 0.09 -1.39
C 0.32 -1.16 -0.56
C 1.19 -1.24 0.70
O 2.56 -1.36 0.41
H 1.25 2.02 -1.75
H 1.74 1.27 -0.13
H -0.05 0.08 -2.33
H -0.74 -1.24 -0.27
H 0.53 -2.03 -1.18
H 0.99 -0.37 1.35
H 0.92 -2.14 1.26
H 2.81 -0.61 -0.14
C -2.12 0.59 1.42
C -2.29 1.26 0.28
H -2.95 0.29 2.05
H -1.12 0.31 1.76
H -1.45 1.54 -0.34
H -3.28 1.54 -0.07

***

[3]
23
Properties=species:S:1:pos:R:3 method="wB97M-V/def2-TZVPD" de_lowest_ev=2.042 molar_mass_da=122.21 total_charge=0 smiles=Cc1ccccc1.CC e_homo_ev=-8.899 spin_multiplicity=1
C -0.92 1.01 -0.55
C -0.38 1.59 0.68
C 0.51 0.78 1.43
C 0.94 1.20 2.74
C 0.34 2.45 3.19
C -0.56 3.16 2.53
C -0.97 2.75 1.17
H -1.23 1.67 -1.37
H -1.86 0.61 -0.28
H -0.04 0.37 -0.77
H 0.93 -0.10 1.04
H 1.62 0.54 3.34
H 0.92 2.81 4.10
H -1.06 4.01 2.96
H -1.66 3.31 0.57
C 1.14 -3.26 -2.32
C -0.27 -3.21 -2.85
H 1.18 -4.20 -1.85
H 1.84 -3.38 -3.18
H 1.61 -2.55 -1.63
H -0.52 -3.46 -3.91
H -0.60 -2.18 -2.67
H -0.98 -3.93 -2.37